(1)
Here is the molecule C5H14N2O4Si from the OMol25 dataset. Energies are from the ωB97M-V functional and the def2-TZVPD basis.

XYZ file:
```
26
Properties=species:S:1:pos:R:3:nbo_charge:R:1
C 2.4122 1.4874 -0.1933 -0.64
C 1.9678 0.9979 1.1792 -0.05
O 0.5987 1.1735 1.4234 -0.85
Si -0.6922 0.3505 0.2777 2.25
O -0.7755 0.8510 -1.2409 -0.92
C -1.2267 2.0600 -1.8222 -0.24
N -0.6046 -1.3384 0.2799 -0.91
C -1.3777 -2.1718 -0.6219 -0.40
C -0.0642 -2.0895 1.3961 -0.40
N -2.1344 1.0712 1.1796 0.21
O -2.3180 2.2718 1.0632 -0.39
O -2.9012 0.3298 1.7707 -0.38
H 1.9307 0.8978 -0.9696 0.20
H 2.1358 2.5304 -0.3241 0.21
H 3.4905 1.3895 -0.2895 0.21
H 2.4758 1.5683 1.9644 0.18
H 2.2403 -0.0609 1.2895 0.15
H -1.4663 2.8011 -1.0612 0.21
H -2.1194 1.8447 -2.4115 0.18
H -0.4389 2.4367 -2.4742 0.19
H -2.2735 -2.5506 -0.1215 0.19
H -1.6738 -1.5991 -1.4950 0.21
H -0.7687 -3.0197 -0.9402 0.19
H 0.6108 -2.8644 1.0226 0.19
H 0.4825 -1.4279 2.0603 0.22
H -0.8679 -2.5663 1.9625 0.19
```

The spin multiplicity is 1. Its SMILES is CCO[Si@@](OC)(N(C)C)[N+](=O)[O-]. For the total energy, the calculation gives -24459.6035 eV. As for the energy above the lowest of the compared OMol25 structures with the same formula, charge and spin: 0.000 eV. For the gap between HOMO and LUMO, the calculation gives 0.3659 Ha.

=====

(2)
Here is a cluster of 5 separate species, C2H15NO5 in total from the OMol25 dataset. Energies are from the ωB97M-V functional and the def2-TZVPD basis.

XYZ file:
```
23
Properties=species:S:1:pos:R:3:nbo_charge:R:1
N 0.4698 0.3709 0.2420 -0.88
C 1.4237 0.5192 1.3610 -0.25
C 0.8064 0.1975 2.7213 -0.08
O 0.4405 -1.1611 2.8418 -0.71
H 0.5575 -0.5511 -0.1614 0.37
H -0.4630 0.6008 0.5521 0.38
H 1.8649 1.5177 1.4211 0.19
H 2.2669 -0.1215 1.0952 0.19
H -0.0236 0.8729 2.9530 0.15
H 1.5959 0.4017 3.4538 0.18
H 0.1372 -1.4354 1.9949 0.46
O 1.7877 1.6171 -2.6243 -0.96
H 0.9398 1.9955 -2.8276 0.47
H 1.7755 1.4240 -1.6775 0.49
O -2.5376 1.3037 0.7675 -0.94
H -3.4133 1.2105 0.3489 0.48
H -2.5314 0.6692 1.4556 0.47
O -3.2364 -1.8475 -1.9529 -0.95
H -2.3401 -2.1298 -1.9213 0.48
H -3.2844 -0.9137 -2.1605 0.47
O 0.8925 -1.5568 -2.6060 -0.97
H 1.3179 -0.7605 -2.8738 0.49
H 1.5533 -2.2233 -2.4027 0.47
```

The spin multiplicity is 1. Its SMILES is NCCO.O.O.O.O. For the total energy, the calculation gives -14044.5410 eV. As for the energy above the lowest of the compared OMol25 structures with the same formula, charge and spin: 0.890 eV. For the gap between HOMO and LUMO, the calculation gives 0.3644 Ha.